{"formula": "C3H4N4O", "method": "the ωB97M-V functional and the def2-TZVPD basis", "elements": ["C", "C", "C", "H", "H", "H", "H", "N", "N", "N", "N", "O"], "positions_angstrom": [[1.342, 0.305, -0.142], [-0.859, 1.177, 0.061], [-2.087, -0.461, -0.081], [2.952, -1.023, 0.878], [1.489, -1.744, 0.090], [-0.517, 2.258, -0.016], [-2.951, -1.153, -0.044], [1.899, -0.934, 0.095], [-0.037, 0.216, -0.535], [-2.186, 0.871, 0.182], [-0.828, -0.976, -0.307], [1.785, 1.464, -0.180]], "forces_ev_per_a": [[0.67, 1.28, -0.72], [-1.54, 3.45, -2.71], [2.20, -2.32, 0.04], [-4.52, 0.89, -3.68], [-3.69, -5.08, -0.19], [-0.35, -1.63, 0.72], [0.77, 0.53, 0.04], [8.05, 6.47, 3.60], [-3.94, -1.18, 3.92], [4.11, -0.49, -0.34], [-1.96, 1.42, -1.40], [0.21, -3.34, 0.71]], "multiplicity": 1, "de_lowest_kcal_mol": 66.5, "e_tot_ev": -11181.085, "gap_ev": 10.236}